Computed, not measured: C34H27N3O2OsP as an isolated structure at a distorted geometry, with the ωB97M-V functional and the def2-TZVPD basis.

Calculated values
relative energy (zero: lowest compared OMol25 entry of this formula, charge and spin): 12.7 kcal/mol
Kohn-Sham gap: 7.00 eV
E: -2058.42847 Eh
charge: +1
HOMO energy: -10.8 eV

The geometry in XYZ format:
```
68
C34H27N3O2OsP the ωB97M-V functional and the def2-TZVPD basis
Os 0.35 -0.93 0.02
C -2.25 -4.39 -0.51
C -2.11 -4.62 -1.87
C -1.48 -3.68 -2.66
C -0.98 -2.53 -2.08
N -1.08 -2.34 -0.75
C -1.72 -3.24 0.02
C -0.35 -1.41 -2.77
C -0.34 -1.29 -4.16
C 0.17 -0.14 -4.73
C 0.67 0.88 -3.94
C 0.65 0.76 -2.56
C 0.17 -0.40 -1.95
H -2.76 -5.09 0.14
H -2.51 -5.52 -2.31
H -1.36 -3.85 -3.72
H -1.78 -2.99 1.06
H -0.76 -2.06 -4.79
H 0.18 -0.04 -5.81
H 1.06 1.78 -4.40
H 1.05 1.56 -1.96
C -4.62 1.58 -0.84
C -4.35 1.19 0.46
C -3.04 1.07 0.90
C -1.98 1.33 0.04
C -2.26 1.74 -1.27
C -3.57 1.85 -1.71
P -0.22 1.26 0.55
C 0.27 3.00 0.34
C 1.38 3.45 -0.36
C 1.63 4.81 -0.45
C 0.79 5.72 0.18
C -0.32 5.27 0.88
C -0.59 3.91 0.95
C -0.37 0.69 2.23
C -0.35 1.18 3.51
C -0.53 0.25 4.54
C -0.72 -1.10 4.25
C -0.70 -1.58 2.93
C -0.48 -0.66 1.91
H -5.64 1.69 -1.18
H -5.17 0.99 1.14
H -2.85 0.76 1.92
H -1.45 1.97 -1.95
H -3.76 2.17 -2.73
H 2.07 2.76 -0.81
H 2.49 5.17 -1.00
H 0.99 6.78 0.12
H -0.99 5.97 1.36
H -1.48 3.56 1.47
H -0.20 2.23 3.73
H -0.54 0.57 5.57
H -0.86 -1.80 5.06
H -0.82 -2.64 2.75
C 4.33 -3.81 1.01
N 3.88 -2.41 0.98
C 4.70 -1.41 1.46
C 4.33 -0.13 1.53
C 3.00 0.24 1.08
O 2.55 1.37 1.16
N 2.21 -0.79 0.54
C 2.63 -2.12 0.55
O 1.82 -2.97 0.15
H 5.32 -3.87 0.56
H 3.63 -4.41 0.44
H 4.37 -4.17 2.04
H 5.68 -1.75 1.79
H 4.98 0.63 1.92
```